Entry i
C6H9N3 | the ωB97M-V functional and the def2-TZVPD basis

The geometry in ORCA input format:
```
! wB97M-V def2-TZVPD RIJCOSX def2/J DEFGRID3
* xyz 0 1
C 1.27795 0.91432 -0.77937
C 0.14081 0.05022 -0.40716
C -0.38913 -1.18574 -1.23846
C -0.96440 -1.48456 0.16220
C -1.96403 -0.33087 0.37734
C -1.24026 0.69148 -0.04652
H 1.00439 0.91091 1.69962
H 2.12958 2.29851 1.82378
H 1.60571 0.85557 -1.82736
H 0.45961 -1.80889 -1.55027
H -1.05116 -0.97155 -2.07859
H -1.18287 -2.51706 0.42364
H 1.13618 -1.39114 0.57279
H -2.98302 -0.39150 0.76299
H -1.52509 1.73201 -0.09715
N 1.40815 1.79274 1.31461
N 1.88399 1.72276 0.04878
N 0.25360 -0.88720 0.83913
*
```

## Properties
- LUMO energy (eV) = 1.0
- HOMO energy (eV) = -8.61


Entry ii
C6H9N3 | the ωB97M-V functional and the def2-TZVPD basis

The geometry in ORCA input format:
```
! wB97M-V def2-TZVPD RIJCOSX def2/J DEFGRID3
* xyz 0 1
C -2.95718 0.00356 0.38975
C -2.35433 1.29695 0.64050
N -1.87049 2.31611 0.84975
H -2.41731 -0.89596 0.69229
H -3.17024 -0.05982 -0.72510
H -3.94078 -0.06605 0.85664
C 1.07535 2.55192 -0.22702
C 1.98726 1.44259 0.02964
N 2.74526 0.56105 0.11616
H 0.12718 2.56989 0.40730
H 0.69027 2.35877 -1.21486
H 1.66911 3.46118 -0.06390
C 1.88697 -2.59614 -0.34298
C 0.49071 -2.69152 -0.11105
N -0.63459 -2.70069 0.05487
H 2.47999 -3.49389 -0.15676
H 2.27128 -1.74941 0.23270
H 1.92156 -2.30853 -1.42794
*
```

## Properties
- LUMO energy (eV) = 0.7
- HOMO energy (eV) = -11.36


Most stable one: entry ii, least stable one: entry i.


Entry i
H15NO6 | the ωB97M-V functional and the def2-TZVPD basis

The geometry in ORCA input format:
```
! wB97M-V def2-TZVPD RIJCOSX def2/J DEFGRID3
* xyz 0 1
N 1.93486 -1.04362 1.12509
H 1.79036 -1.94034 1.56819
H 1.38583 -0.32272 1.58291
H 2.90331 -0.78538 1.28069
O -0.73279 -2.45188 -1.73522
H -1.25614 -1.87015 -2.29907
H -1.02218 -2.10090 -0.86961
O 0.35664 2.20579 -2.00703
H 0.83995 1.35731 -1.94068
H 0.94509 2.85578 -1.63649
O -0.78387 0.62629 2.08813
H -0.82883 1.28640 1.37071
H -0.58039 1.07093 2.91403
O -1.77402 -1.51251 0.85577
H -1.86912 -2.23413 1.47354
H -1.27812 -0.76522 1.25639
O -1.05302 2.66825 0.16298
H -0.52662 2.39240 -0.65275
H -1.95783 2.68346 -0.16591
O 1.31774 -0.38151 -1.61741
H 1.50870 -0.75018 -0.73468
H 0.68047 -0.98807 -2.01959
*
```

## Properties
- LUMO energy (eV) = 0.5
- HOMO energy (eV) = -10.76


Entry ii
H15NO6 | the ωB97M-V functional and the def2-TZVPD basis

The geometry in ORCA input format:
```
! wB97M-V def2-TZVPD RIJCOSX def2/J DEFGRID3
* xyz 0 1
N 2.42624 0.38950 3.66744
H 2.53215 -0.05947 2.68501
H 1.82627 -0.18807 4.10781
H 3.35715 0.20910 4.17026
O -3.23293 -3.42091 -1.80663
H -3.58791 -2.56174 -1.86359
H -3.49754 -3.79347 -0.93065
O 1.26740 3.61080 3.19470
H 1.66478 4.11488 2.47032
H 2.04722 3.32761 3.64546
O -2.62223 -0.44194 -2.71457
H -2.25881 0.25540 -3.28314
H -1.86587 -1.07194 -2.54929
O 0.22499 -1.88767 1.31181
H 0.30323 -2.56380 1.97555
H 0.91581 -1.21126 1.28913
O -0.53036 3.06582 -4.06824
H -0.24026 3.97265 -4.01258
H -0.60997 2.84597 -3.10717
O 0.51402 -1.16034 -1.55804
H 0.31190 -1.55952 -0.69288
H 1.05470 -1.87160 -1.93069
*
```

## Properties
- LUMO energy (eV) = 0.2
- HOMO energy (eV) = -10.80


Entry iii
H15NO6 | the ωB97M-V functional and the def2-TZVPD basis

The geometry in ORCA input format:
```
! wB97M-V def2-TZVPD RIJCOSX def2/J DEFGRID3
* xyz 0 1
N 0.67547 -0.84744 -3.25015
H 0.21638 -0.31724 -2.52679
H 1.65599 -1.01161 -3.09525
H 0.47682 -0.61919 -4.20455
O 3.84708 3.22184 0.58661
H 4.13892 2.64830 1.29994
H 4.65976 3.58447 0.24891
O -2.88496 0.37502 -1.32760
H -2.12978 0.98540 -1.36977
H -2.81323 0.04288 -0.41915
O -1.57350 -2.92644 -0.42359
H -1.46836 -2.69922 -1.35163
H -0.65898 -2.84230 -0.16736
O 1.98272 -0.85068 4.22648
H 2.06614 -1.64653 4.75998
H 2.30341 -0.11614 4.77364
O -2.92858 -0.81933 1.22515
H -3.56536 -1.35866 0.73599
H -2.05400 -1.23378 1.15296
O -0.65836 1.76359 -0.39433
H -0.81060 2.15254 0.48061
H -0.47697 2.51454 -0.96009
*
```

## Properties
- LUMO energy (eV) = 0.4
- HOMO energy (eV) = -9.65


Most stable one: entry i, least stable one: entry ii.


Entry i
C6H15NS | the ωB97M-V functional and the def2-TZVPD basis

The geometry in ORCA input format:
```
! wB97M-V def2-TZVPD RIJCOSX def2/J DEFGRID3
* xyz 0 1
C 2.60362 0.97842 -0.95037
C 1.15621 1.06738 -1.42901
C 0.71793 0.76647 -2.67554
N 0.23539 1.33207 -0.37914
H 3.23565 0.82986 -1.85383
H 2.92164 1.89724 -0.43547
H 2.75418 0.12467 -0.28012
H -0.35984 0.63370 -2.91702
H 1.47895 0.64844 -3.43522
H 0.79481 1.41817 0.52642
H -0.17075 0.42072 -0.10327
H -0.48441 2.00886 -0.47828
C -2.76937 -0.17411 0.59725
C -1.79812 -1.26502 0.06163
C -0.66863 -1.69011 1.03070
S 0.42408 -0.48872 1.76494
H -3.39891 -0.64244 1.37827
H -3.42638 0.19183 -0.20541
H -2.20584 0.66128 1.05163
H -2.35106 -2.18422 -0.17207
H -1.38725 -0.93373 -0.91911
H -0.09442 -2.50436 0.54416
H -1.18910 -2.17316 1.90637
*
```

## Properties
- LUMO energy (eV) = 0.3
- HOMO energy (eV) = -6.70


Entry ii
C6H15NS | the ωB97M-V functional and the def2-TZVPD basis

The geometry in ORCA input format:
```
! wB97M-V def2-TZVPD RIJCOSX def2/J DEFGRID3
* xyz 0 1
C 2.37953 -1.68493 1.05546
C -1.82203 -0.56842 -0.50833
C -1.56875 1.77610 0.17899
C -0.22104 1.02896 -1.80159
C 1.66515 -0.93697 -0.11312
C -0.93892 0.66695 -0.52793
N 0.07590 -0.30852 2.01961
S 0.64487 0.36332 0.78768
H 1.85595 -1.39678 2.01183
H 2.37955 -2.76291 0.94628
H 3.51476 -1.49053 1.28518
H -1.41074 -1.37200 -1.21732
H -1.85203 -0.95289 0.47911
H -2.80935 -0.20958 -0.94497
H -1.09758 2.80477 0.24180
H -1.79997 1.47197 1.30453
H -2.56024 2.01375 -0.36324
H 0.80750 1.43230 -1.58188
H 0.00474 -0.01911 -2.32292
H -0.64507 1.82763 -2.38549
H 0.98921 -1.62909 -0.70520
H 2.40806 -0.31541 -0.66511
H 0.00049 0.26141 2.82662
*
```

## Properties
- LUMO energy (eV) = 0.8
- HOMO energy (eV) = -7.96


Most stable one: entry i, least stable one: entry ii.


Entry i
C5H16N | the ωB97M-V functional and the def2-TZVPD basis

The geometry in ORCA input format:
```
! wB97M-V def2-TZVPD RIJCOSX def2/J DEFGRID3
* xyz 1 1
C -0.44907 1.24948 -1.63754
C -0.92149 0.44663 -2.84196
C -1.79017 1.72701 -1.02494
H 0.34293 2.02121 -1.87775
H 0.02625 0.67874 -0.85119
H -1.06709 -0.60562 -2.57630
H -1.85106 0.93020 -3.10440
H -1.99625 2.66412 -1.69428
H -0.20508 0.41921 -3.65477
H -1.80018 2.00452 0.05249
H -2.53481 0.89065 -1.06594
C 0.83860 -0.76338 1.29955
C 0.82659 -2.34443 1.28744
N 1.41281 -0.22776 2.58287
H 1.31893 -0.40302 0.40405
H -0.08686 -0.15547 1.28464
H -0.06678 -2.74880 1.94197
H 1.92783 -2.77222 1.40799
H 2.42402 -0.70532 2.71281
H 1.33921 0.76652 2.84117
H 0.72913 -0.67146 3.38915
H 0.58334 -2.61077 0.21494
*
```

## Properties
- LUMO energy (eV) = -4.1
- HOMO energy (eV) = -13.90


Entry ii
C5H16N | the ωB97M-V functional and the def2-TZVPD basis

The geometry in ORCA input format:
```
! wB97M-V def2-TZVPD RIJCOSX def2/J DEFGRID3
* xyz 1 1
C -0.91067 0.79066 -1.57221
C -2.95005 1.20207 -0.16035
C -0.69616 0.95951 0.92721
C -1.44989 1.45625 -0.30627
H -1.05923 -0.30037 -1.50765
H 0.16725 0.99258 -1.69027
H -1.43867 1.16540 -2.46517
H -3.13392 0.11815 -0.07134
H -3.34442 1.70098 0.74085
H -3.49726 1.58068 -1.04001
H 0.38378 1.16301 0.83271
H -1.06930 1.45615 1.83866
H -0.84100 -0.12861 1.03506
H -1.28989 2.55015 -0.39390
C 3.05008 -1.75473 1.09257
N 2.22525 -1.92336 -0.14492
H 2.41431 -1.83313 1.99048
H 3.54100 -0.76700 1.09424
H 3.82848 -2.53454 1.14347
H 1.76018 -2.85355 -0.15112
H 1.48962 -1.19009 -0.19746
H 2.82051 -1.85020 -0.99458
*
```

## Properties
- LUMO energy (eV) = -4.0
- HOMO energy (eV) = -14.23


Most stable one: entry ii, least stable one: entry i.